Record 1
Entry from the OMol25 dataset: a single C5H8O2 molecule (the ωB97M-V functional and the def2-TZVPD basis).

The value obtained for the relative energy (zero: lowest compared OMol25 entry of this formula, charge and spin) is 442.1 kJ/mol. Its HOMO energy is -9.830 eV. As for the LUMO energy: 0.91 eV. Its SMILES is C[C@@]1(O)C[C@H]2O[C@H]21. As for the spin multiplicity: 1. Its orbital gap is 0.39460 hartree.

Last column: Mulliken charge in e.
Geometry (Å):
C1 0.141 -1.647 -0.244  -1.591
C2 -0.429 -0.310 0.179  1.602
O1 -1.688 -0.419 0.815  -0.594
C3 0.441 0.642 1.048  -1.204
C4 0.427 1.646 -0.100  0.215
O2 1.183 1.056 -1.106  -0.396
C5 -0.446 0.792 -0.935  -1.041
H1 1.120 -1.505 -0.711  0.357
H2 0.245 -2.317 0.616  0.340
H3 -0.526 -2.119 -0.977  0.394
H4 -2.317 -0.751 0.161  0.360
H5 -0.112 0.974 1.925  0.331
H6 1.443 0.299 1.334  0.305
H7 0.456 2.725 -0.032  0.433
H8 0.062 0.934 -1.974  0.489



Record 2
Entry from the OMol25 dataset: a single C2H4O4 molecule (the ωB97M-V functional and the def2-TZVPD basis).

The value obtained for the relative energy (zero: lowest compared OMol25 entry of this formula, charge and spin) is 758.3 kJ/mol. Its HOMO energy is -9.720 eV. As for the LUMO energy: 0.64 eV. Its SMILES is C=C(OO)OO. As for the spin multiplicity: 1. Its orbital gap is 0.38089 hartree.

Last column: Mulliken charge in e.
Geometry (Å):
C1 -1.516 0.863 -0.040  -0.672
C2 -0.257 0.369 -0.041  0.554
O1 0.649 -1.829 0.231  -0.334
O2 2.006 0.846 -0.330  -0.358
O3 -0.037 -0.984 -0.669  -0.208
O4 0.836 1.060 0.444  -0.183
H1 -1.626 1.904 0.272  0.259
H2 -2.344 0.218 -0.224  0.280
H3 -0.006 -2.276 0.617  0.290
H4 2.296 -0.172 -0.261  0.372



Record 3
Entry from the OMol25 dataset: a molecular structure, C22H46F12N5O9P2Ti2 (the ωB97M-V functional and the def2-TZVPD basis).

Its total charge is +3. Its HOMO energy (spin up / spin down) is -10.987 / -10.611 eV. As for the LUMO energy (spin up / spin down): -7.12 / -7.27 eV. As for the spin multiplicity: 7. Its orbital gap (spin up / spin down) is 0.14228 / 0.12293 hartree.

Last column: Löwdin spin population.
Geometry (Å):
Ti1 5.181 0.399 4.057  2.974
Ti2 0.234 7.219 -5.059  2.001
C1 0.759 -0.705 -1.135  0.055
C2 0.050 0.123 -1.950  -0.002
C3 -0.002 1.583 -1.679  -0.003
O1 -0.586 2.498 -2.457  0.414
C4 0.773 2.178 -0.755  0.317
C5 1.681 1.447 0.005  0.025
C6 1.724 -0.152 -0.227  -0.001
O2 2.459 -0.819 0.597  -0.015
O3 2.351 2.021 0.889  0.203
O4 -0.890 -0.416 -2.675  0.006
H1 0.753 -1.784 -1.184  0.002
H2 0.755 3.235 -0.533  0.010
C7 -8.074 3.819 0.937  0.000
C8 -6.542 3.684 0.995  0.000
C9 -6.087 2.544 1.860  0.000
O5 -4.726 2.301 1.663  0.000
C10 -4.182 1.141 2.330  0.000
N1 -5.923 3.530 -0.415  0.000
H3 -5.003 3.155 -0.230  0.000
H4 -6.375 2.728 -0.832  0.000
H5 -5.850 4.310 -1.052  0.000
H6 -8.399 4.402 0.076  0.000
H7 -8.401 4.302 1.858  0.000
H8 -8.613 2.872 0.937  0.000
H9 -6.077 4.566 1.434  0.000
H10 -6.629 1.677 1.484  0.000
H11 -6.199 2.663 2.938  0.000
H12 -3.116 1.172 2.105  0.000
H13 -4.526 0.222 1.856  0.000
H14 -4.547 1.129 3.357  0.000
C11 -1.641 -6.990 -3.349  0.000
C12 -3.052 -6.613 -3.508  0.000
O6 -3.626 -6.864 -4.534  0.000
N2 -3.694 -5.766 -2.422  0.000
H15 -3.247 -5.729 -1.517  0.000
H16 -3.649 -4.811 -2.750  0.000
C13 -5.197 -5.891 -2.287  0.000
H17 -1.564 -7.336 -2.319  0.000
H18 -0.898 -6.193 -3.377  0.000
H19 -1.258 -7.827 -3.933  0.000
H20 -5.439 -6.947 -2.407  0.000
H21 -5.602 -5.254 -3.074  0.000
H22 -5.381 -5.610 -1.250  0.000
C14 -0.441 -0.820 -10.742  0.000
C15 -1.409 -1.046 -9.511  0.000
O7 -1.786 -2.143 -9.161  0.000
N3 -1.577 0.069 -8.561  0.000
H23 -1.981 -0.336 -7.728  0.000
H24 -0.664 0.448 -8.350  0.000
C16 -2.650 1.071 -9.034  0.000
H25 -0.536 -1.672 -11.416  0.000
H26 0.513 -0.768 -10.218  0.000
H27 -0.803 0.045 -11.297  0.000
H28 -2.656 1.932 -8.366  0.000
H29 -3.606 0.553 -9.104  0.000
H30 -2.288 1.397 -10.009  0.000
C17 -0.443 -5.684 4.705  0.000
C18 0.366 -5.904 3.437  0.000
O8 -0.136 -6.067 2.316  0.000
N4 1.897 -5.800 3.613  0.000
H31 2.039 -5.074 2.925  0.000
H32 2.302 -5.326 4.408  0.000
C19 2.716 -6.973 2.963  0.000
H33 -0.699 -6.583 5.266  0.000
H34 -1.340 -5.119 4.453  0.000
H35 0.214 -5.093 5.343  0.000
H36 3.040 -7.639 3.762  0.000
H37 3.460 -6.371 2.441  0.000
H38 1.980 -7.454 2.319  0.000
C20 3.267 7.503 3.459  0.000
C21 2.190 7.269 4.520  0.000
O9 2.115 7.843 5.568  0.000
N5 1.213 6.167 4.252  0.000
H39 1.540 5.576 3.501  0.000
H40 1.277 5.596 5.083  0.000
C22 -0.195 6.731 3.902  0.000
H41 3.979 6.693 3.616  0.000
H42 3.812 8.436 3.597  0.000
H43 2.700 7.425 2.531  0.000
H44 -0.486 7.235 4.823  0.000
H45 -0.993 6.012 3.714  0.000
H46 -0.202 7.546 3.178  0.000
P1 7.879 -3.142 5.822  0.001
F1 6.297 -3.139 5.784  0.004
F2 7.763 -2.590 4.287  0.004
F3 7.745 -1.614 6.349  0.004
F4 9.474 -3.026 5.807  0.000
F5 7.910 -3.540 7.397  0.000
F6 7.974 -4.624 5.283  0.000
P2 9.614 3.825 1.548  0.000
F7 9.273 5.144 2.507  0.000
F8 8.184 4.101 0.630  0.000
F9 10.480 4.660 0.431  0.000
F10 10.009 2.585 0.597  0.000
F11 11.078 3.694 2.313  0.000
F12 8.868 2.774 2.573  0.002



Record 4
Entry from the OMol25 dataset: 5 unconnected molecules or ions with the total composition C4H20NO4S (the ωB97M-V functional and the def2-TZVPD basis).

The value obtained for the relative energy (zero: lowest compared OMol25 entry of this formula, charge and spin) is 152.5 kJ/mol. Its HOMO energy (spin up / spin down) is -2.395 / -9.146 eV. As for the LUMO energy (spin up / spin down): 0.54 / 0.44 eV. As for the spin multiplicity: 2. Its orbital gap (spin up / spin down) is 0.10782 / 0.35236 hartree.

Last column: Löwdin spin population.
Geometry (Å):
C1 0.592 -1.908 -0.275  0.055
C2 1.521 -1.251 -1.358  0.010
C3 2.199 -0.031 -0.633  0.011
S1 1.286 1.515 -1.060  0.056
C4 1.612 1.483 -2.919  0.007
N1 -0.557 -0.827 0.036  0.050
H1 0.231 -2.834 -0.542  0.020
H2 1.109 -1.958 0.668  0.010
H3 1.087 -0.965 -2.382  0.003
H4 2.092 -2.016 -1.705  0.001
H5 3.191 0.046 -1.096  0.000
H6 2.332 -0.044 0.485  0.005
H7 1.050 0.724 -3.366  0.002
H8 2.764 1.264 -2.958  0.000
H9 1.345 2.435 -3.296  0.001
H10 -0.732 -0.017 -0.638  0.025
H11 -1.545 -1.241 -0.023  0.057
H12 -0.494 -0.499 1.085  0.021
H13 -1.282 2.936 0.289  0.014
H14 -2.613 2.579 0.548  0.023
O1 -1.828 2.250 0.781  0.076
H15 0.751 1.573 3.527  0.006
H16 -0.500 1.871 2.554  0.015
O2 0.394 1.312 2.688  0.041
H17 -4.185 -0.800 0.211  0.068
H18 -3.978 0.338 0.723  0.059
O3 -3.457 -0.153 0.224  0.175
H19 -0.140 -2.034 3.202  0.019
H20 -1.576 -1.921 2.723  0.060
O4 -0.668 -1.827 2.507  0.110



Record-wise max |F| values, in eV Å⁻¹: 2.75; 5.82; 6.32; 7.58